ORCA calculation (ωB97M-V with the def2-TZVPD basis set) on a cluster of 2 separate species, C2H6ClN in total.

## Properties
E_tot = -594.659213 hartree
energy relative to the best compared isomer or geometry (same formula, charge and spin) = 58.32 kcal/mol
LUMO = 0.02529 Eh
orbital gap = 0.3836 hartree

Last column: Löwdin charge in e.
Geometry (Å):
C1 -0.91 0.51 -0.55  -0.0505
C2 1.03 -1.78 2.48  -0.4237
N1 1.58 -1.77 1.25  -0.0885
Cl1 0.57 -3.57 2.74  0.3589
H1 -0.32 1.14 -0.03  -0.0386
H2 -0.58 -0.56 -0.76  0.0343
H3 -1.79 0.23 0.10  0.0382
H4 -1.49 0.94 -1.36  0.0198
H5 1.62 -2.60 0.64  0.0781
H6 1.53 -0.87 0.79  0.0721